76
Properties=species:S:1:pos:R:3:forces:R:3:mulliken_charge:R:1 method="wB97M-V/def2-TZVPD" fmax_ev_per_a=7.5 de_lowest_ev=0.0000 smiles="CCOC(=O)CCCB(N)F.CCOP(=O)(OCC)OCC.CCOP(=O)(OCC)OCC" spin_multiplicity=1 homo_energy_ev=-10.030 lumo_energy_ev=0.1 orbital_gap_ha=0.371 total_energy_ha=-2326.422068
C 3.47019 -2.55260 2.48514 0.095 -0.056 0.357 -1.364
C 2.01336 -2.93257 2.32602 0.989 0.314 -0.577 0.301
O 1.31927 -2.70832 3.56057 -0.417 0.182 -0.414 -0.389
C 0.35019 -3.63319 3.80914 -0.122 0.111 0.021 0.203
O 0.62807 -4.76071 4.07534 0.186 -0.753 0.127 -0.546
C -1.08389 -3.16784 3.68465 0.946 0.031 -0.054 -0.175
C -1.68446 -3.90338 2.48543 -0.604 -0.608 0.270 -0.444
C -3.20075 -3.65521 2.23758 0.225 0.033 0.032 -0.662
B -3.87421 -2.53930 3.11668 -0.228 0.290 -0.655 0.374
N -4.54614 -1.43715 2.47450 -0.554 -0.330 0.934 -0.493
F -3.88012 -2.57467 4.45970 0.379 -0.018 0.094 -0.325
H 4.02320 -3.31793 3.02769 0.035 -0.090 -0.055 0.345
H 3.91685 -2.39333 1.50598 0.061 -0.077 -0.047 0.331
H 3.56952 -1.63579 3.06518 -0.113 0.138 -0.097 0.338
H 1.61317 -2.31139 1.52085 -0.446 0.076 0.221 -0.025
H 1.94743 -3.96595 1.98798 -0.209 -0.140 0.286 0.365
H -1.05807 -2.08562 3.56988 -0.385 0.074 0.063 0.328
H -1.56854 -3.48098 4.60533 -0.279 0.221 0.004 0.303
H -1.11786 -3.72902 1.57169 0.053 0.306 0.018 0.201
H -1.56058 -4.96482 2.69495 0.150 -0.048 -0.011 0.297
H -3.32553 -3.39904 1.18648 -0.167 0.112 -0.022 0.280
H -3.75904 -4.58501 2.37658 0.078 -0.095 0.126 0.281
H -5.34094 -1.79921 1.95626 0.309 0.249 -0.674 0.245
H -4.93943 -0.79800 3.15881 0.023 0.096 -0.037 0.239
C 4.32947 -4.75043 -4.07249 -0.152 -0.032 0.050 -0.983
C 4.33339 -3.32837 -3.54330 0.264 -0.060 0.023 -0.333
O 3.04550 -2.71199 -3.62011 -0.015 -1.100 0.277 -0.346
P 1.84942 -3.24088 -2.64146 -1.195 6.835 -2.776 1.171
O 2.23410 -2.70300 -1.30141 0.351 -3.742 0.870 -0.766
O 0.71318 -2.10888 -2.98739 -0.318 -0.497 -0.123 -0.389
C 0.17903 -1.21311 -2.01382 -0.007 0.298 0.027 -0.085
C 0.91944 0.10604 -2.01734 0.127 0.085 -0.089 -1.114
O 1.19550 -4.27617 -3.67371 1.036 -1.567 1.771 -0.366
C -0.00999 -4.10005 -4.44011 -0.672 -0.294 -0.201 -0.138
C 0.22825 -3.24856 -5.66386 0.357 0.124 -0.064 -1.074
H 3.72742 -5.40664 -3.43809 0.045 -0.012 0.006 0.269
H 5.34377 -5.14927 -4.10368 0.011 0.024 0.019 0.405
H 3.90205 -4.78750 -5.07404 0.041 0.026 -0.033 0.228
H 4.69160 -3.30118 -2.50988 -0.031 0.039 -0.001 0.266
H 5.00356 -2.71200 -4.14117 -0.098 0.097 -0.007 0.323
H 0.17668 -1.66533 -1.02336 0.152 -0.060 -0.007 0.058
H -0.86575 -1.04668 -2.28818 0.014 -0.070 -0.109 0.377
H 1.99086 -0.03834 -1.87751 -0.028 -0.111 0.122 0.263
H 0.54910 0.76063 -1.22692 -0.024 0.028 -0.031 0.371
H 0.78745 0.61096 -2.97535 -0.056 0.023 0.016 0.302
H -0.81962 -3.72154 -3.82235 0.173 0.198 0.130 0.241
H -0.30857 -5.10203 -4.75327 0.217 -0.085 0.123 0.353
H 0.62384 -2.26894 -5.40793 -0.103 0.024 0.120 0.278
H -0.70778 -3.11452 -6.20748 -0.022 -0.076 0.015 0.383
H 0.95364 -3.72529 -6.32462 -0.074 -0.073 -0.031 0.295
C -0.22477 3.83225 3.61859 0.106 0.112 -0.109 -0.998
C -1.26290 3.47727 2.57078 0.016 -0.254 0.176 -0.304
O -1.51432 4.55239 1.65782 0.822 -0.091 0.117 -0.318
P -0.36077 4.97082 0.59863 -5.065 1.896 -1.226 0.891
O -0.17058 3.85174 -0.33796 2.545 -0.364 1.015 -0.699
O -1.19851 6.04814 -0.28353 0.388 0.151 0.244 -0.321
C -1.45499 5.86892 -1.67456 -0.232 -0.010 -0.273 -0.324
C -2.80650 5.22428 -1.89519 -0.132 -0.031 0.135 -1.107
O 0.40419 6.05772 1.46526 1.411 -1.398 -0.158 -0.285
C 0.31246 7.48624 1.32489 0.302 0.594 0.025 -0.154
C -0.93256 8.03290 1.98120 -0.220 -0.215 0.150 -1.063
H 0.75949 3.97691 3.16712 -0.002 -0.047 0.028 0.266
H -0.14280 3.03582 4.35862 -0.030 -0.023 -0.020 0.406
H -0.48903 4.76114 4.12355 -0.052 -0.018 0.039 0.237
H -0.95976 2.58723 2.01238 -0.017 0.039 -0.045 0.286
H -2.21489 3.25720 3.05191 -0.068 0.087 -0.097 0.303
H -0.65881 5.30045 -2.15191 0.016 -0.142 0.152 0.349
H -1.44603 6.86575 -2.12172 0.018 0.049 0.120 0.332
H -2.88853 4.28598 -1.34650 0.131 -0.053 -0.060 0.274
H -2.97189 5.02637 -2.95504 0.013 0.019 -0.006 0.393
H -3.60130 5.87903 -1.53473 0.002 0.025 -0.037 0.283
H 0.39796 7.78625 0.28359 -0.179 -0.221 -0.099 0.259
H 1.19102 7.88881 1.83096 0.056 -0.228 0.047 0.341
H -1.83670 7.58426 1.57604 0.039 0.011 -0.152 0.283
H -0.98442 9.11236 1.83445 0.065 0.006 0.012 0.383
H -0.92225 7.82382 3.05174 0.070 0.068 0.013 0.291

67
Properties=species:S:1:pos:R:3:forces:R:3:mulliken_charge:R:1 method="wB97M-V/def2-TZVPD" charge=-1 fmax_ev_per_a=2.8 s2=12.091 spin_multiplicity=7 homo_energy_ev="-3.338 / -3.437" lumo_energy_ev="2.9 / 2.9" orbital_gap_ha="0.231 / 0.235" total_energy_ha=-3125.041298
Eu -0.13698 0.12709 0.58629 1.001 0.305 -0.943 0.245
Cl -0.63987 -2.11843 -0.81207 -0.271 -0.556 0.089 -0.558
P -2.53161 1.00508 -0.76972 2.266 -0.331 1.357 -0.388
C -3.75865 -0.30009 -0.28289 -0.104 0.201 -0.413 0.887
C -2.98989 2.66850 -0.03378 -0.836 -0.221 -0.464 0.496
C -2.27247 0.95781 -2.59175 -0.383 0.140 0.110 0.711
C -3.38802 -1.03770 1.02224 0.158 0.110 0.235 -1.318
H -3.66509 -1.04789 -1.08925 -0.159 0.330 0.049 0.409
C -5.15736 0.29860 -0.25498 -0.454 -0.304 -0.057 -1.751
H -5.31341 0.88149 0.66259 0.010 -0.054 -0.222 0.285
H -5.89838 -0.50889 -0.27773 -0.087 0.132 0.130 0.473
H -5.34107 0.94130 -1.12541 -0.051 -0.084 0.263 0.364
H -2.67553 -1.84873 0.80112 -0.309 0.297 0.080 0.272
H -4.28280 -1.48144 1.48726 0.116 0.096 -0.222 0.452
H -2.89228 -0.39785 1.77585 -0.487 -0.257 -0.405 0.201
H -2.03071 -0.11149 -2.75474 -0.221 0.418 0.170 0.433
C -1.06228 1.77513 -3.11637 -0.027 0.061 0.108 -1.319
C -3.59829 1.33625 -3.24192 -0.007 -0.050 -0.733 -1.527
H -4.34286 0.53958 -3.10286 0.086 0.296 -0.013 0.289
H -3.45379 1.47895 -4.32075 -0.206 0.023 0.049 0.468
H -3.98298 2.27872 -2.81532 0.062 -0.294 -0.242 0.269
H -0.29247 1.93551 -2.34806 -0.253 -0.203 -0.194 0.160
H -1.36794 2.75035 -3.51451 -0.127 -0.111 0.072 0.375
H -0.57422 1.21786 -3.93257 -0.209 0.169 0.252 0.387
C -2.80714 2.60898 1.49310 0.183 -0.118 0.134 -1.260
H -4.05066 2.86598 -0.26665 0.216 0.183 0.123 0.575
C -2.10055 3.77077 -0.60769 0.391 0.056 -0.022 -1.301
H -3.49466 1.90854 1.98557 0.197 0.067 -0.168 0.264
H -2.98059 3.60466 1.93201 -0.008 -0.200 -0.213 0.493
H -1.77438 2.31651 1.76137 -0.518 0.159 -0.101 0.158
H -1.03866 3.49928 -0.46336 -0.433 0.186 -0.150 0.096
H -2.26776 4.71138 -0.06105 -0.050 -0.225 -0.092 0.475
H -2.27960 3.96738 -1.67038 -0.002 -0.123 0.128 0.217
Cl 1.06366 2.54787 0.51227 -0.193 0.304 0.587 -0.616
H 0.69624 0.42794 -1.26446 -0.126 -0.121 -0.501 0.012
P 2.45025 -1.27725 0.57678 -1.968 2.011 -0.371 -0.226
C 2.90728 -2.27963 -0.90998 -0.073 0.009 0.383 0.730
C 3.85397 -0.16864 1.12541 0.335 -0.997 -0.185 0.495
C 1.79949 -2.41795 1.87716 0.800 -0.443 -0.176 0.730
C 2.54615 -1.59121 -2.24034 -0.060 0.027 -0.021 -1.271
H 2.25133 -3.16189 -0.82060 0.296 0.120 0.064 0.471
C 4.37316 -2.66537 -0.81960 0.260 -0.454 -0.263 -1.664
H 5.01305 -1.81586 -1.09333 -0.074 -0.184 0.134 0.256
H 4.57137 -3.48123 -1.52349 0.189 0.079 -0.008 0.473
H 4.64363 -3.01571 0.18565 0.067 0.118 -0.291 0.352
H 1.46307 -1.65179 -2.41140 0.373 0.203 0.147 0.168
H 3.05483 -2.09014 -3.08016 0.024 -0.042 0.231 0.454
H 2.82791 -0.53053 -2.24854 -0.112 -0.277 0.020 0.194
H 1.04141 -2.98324 1.30187 0.403 0.147 0.100 0.446
C 1.05478 -1.77771 3.07030 -0.003 0.107 0.012 -1.531
C 2.93236 -3.33751 2.31911 -0.232 -0.547 0.480 -1.657
H 3.19914 -4.04023 1.51926 0.070 0.176 0.196 0.304
H 2.60897 -3.92523 3.18715 0.202 -0.103 -0.015 0.472
H 3.82196 -2.75453 2.60900 -0.238 -0.228 -0.044 0.277
H 0.61868 -0.77870 2.89672 0.403 -0.562 0.207 0.437
H 1.69042 -1.70425 3.96289 -0.005 -0.006 -0.245 0.330
H 0.18877 -2.40869 3.32863 0.317 0.160 -0.016 0.352
C 4.04037 0.89452 0.03518 -0.304 0.355 -0.202 -1.206
H 4.76222 -0.78577 1.21616 0.014 0.290 0.159 0.596
C 3.51831 0.49690 2.45940 -0.099 0.202 0.108 -1.410
H 4.52240 0.51845 -0.87750 -0.126 -0.057 0.244 0.248
H 4.64408 1.73401 0.41530 -0.035 -0.284 -0.025 0.420
H 3.05163 1.31814 -0.22885 0.561 -0.213 -0.008 0.092
H 2.59543 1.09534 2.36757 0.303 -0.226 0.061 0.166
H 4.32320 1.19559 2.73541 -0.156 -0.155 -0.111 0.508
H 3.41142 -0.21723 3.28241 -0.052 0.034 -0.145 0.260
F -1.09802 0.03834 2.48106 -0.249 0.459 0.795 -0.694

67
Properties=species:S:1:pos:R:3:forces:R:3:mulliken_charge:R:1 method="wB97M-V/def2-TZVPD" charge=-1 fmax_ev_per_a=4.2 de_lowest_ev=0.7420 spin_multiplicity=1 homo_energy_ev=-3.217 lumo_energy_ev=2.6 orbital_gap_ha=0.213 total_energy_ha=-4010.623868
Lu 0.53391 1.75414 0.21735 -0.729 -2.368 0.507 0.379
Cl -1.54904 0.59335 -0.63247 -0.556 0.393 -0.679 -0.607
P 1.80150 1.46793 -2.24228 -0.115 0.604 0.222 0.641
C 0.86692 2.58252 -3.40572 0.149 -0.205 0.015 0.671
C 3.31883 2.46030 -1.89088 0.057 -0.238 -0.605 0.643
C 2.17650 -0.02582 -3.25465 0.026 0.039 0.091 0.591
C -0.24222 3.32387 -2.64808 -0.272 0.120 -0.148 -1.541
H 0.38380 1.85912 -4.08594 0.066 0.301 0.075 0.456
C 1.72488 3.56209 -4.21977 -0.242 0.041 -0.234 -1.588
H 2.23141 4.29335 -3.57689 -0.131 -0.190 -0.183 0.269
H 1.06806 4.12811 -4.89497 0.118 -0.072 0.103 0.464
H 2.47693 3.06350 -4.84200 -0.088 0.068 0.168 0.270
H -0.95439 2.64637 -2.14869 0.267 0.114 -0.226 0.351
H -0.80060 3.90637 -3.39068 -0.092 0.063 0.215 0.466
H 0.12551 4.03087 -1.88775 -0.010 -0.200 -0.277 0.229
H 1.15533 -0.32600 -3.54816 0.266 -0.011 0.086 0.340
C 2.77192 -1.14846 -2.39860 -0.077 -0.239 0.073 -1.577
C 3.00221 0.24051 -4.51283 0.001 -0.026 -0.149 -1.335
H 2.43411 0.81981 -5.25241 0.215 -0.044 0.168 0.252
H 3.27221 -0.71558 -4.98099 -0.040 0.154 0.049 0.465
H 3.93886 0.76761 -4.27874 -0.226 -0.096 -0.077 0.240
H 2.25582 -1.21084 -1.43136 0.135 -0.046 -0.135 0.323
H 3.84796 -1.01756 -2.22144 -0.304 0.058 -0.027 0.263
H 2.64984 -2.10661 -2.92405 0.009 0.179 0.126 0.477
C 2.94933 3.69573 -1.04701 0.013 0.010 -0.022 -1.555
H 3.66735 2.77388 -2.88588 0.223 0.164 0.337 0.443
C 4.42478 1.65827 -1.20947 0.212 0.108 0.125 -1.543
H 2.13570 4.29939 -1.47133 0.227 -0.232 0.124 0.324
H 3.83676 4.34027 -1.00494 -0.159 -0.038 0.172 0.443
H 2.68473 3.43059 -0.00189 0.233 0.078 -0.450 0.283
H 4.12559 1.30498 -0.21060 0.019 0.072 -0.306 0.186
H 5.28780 2.32819 -1.09244 -0.058 -0.191 0.107 0.482
H 4.75005 0.80591 -1.81490 -0.067 0.155 0.123 0.301
Cl 2.21967 1.57544 1.99059 0.840 0.529 0.439 -0.600
H 0.58329 -0.18298 0.65872 0.394 0.076 -0.059 -0.233
P -2.34802 -1.83918 2.16224 2.694 2.497 -2.001 0.058
C -2.66064 -3.37539 1.23828 -0.356 -0.117 0.551 0.337
C -1.38744 -2.10131 3.70869 -1.094 -0.776 0.459 0.553
C -3.82289 -0.77234 2.27904 -0.402 -0.790 0.422 0.612
C -1.46017 -3.59562 0.29482 -0.226 -0.055 -0.236 -1.299
H -3.55841 -3.13935 0.63734 0.318 -0.069 0.095 0.369
C -2.98032 -4.56863 2.13913 -0.022 -0.457 -0.348 -1.382
H -2.17483 -4.76627 2.86568 -0.282 0.082 -0.247 0.227
H -3.10282 -5.46632 1.51777 0.013 -0.091 0.210 0.459
H -3.91800 -4.40885 2.68670 0.227 -0.017 -0.036 0.242
H -1.17761 -2.65199 -0.20881 -0.154 -0.434 0.329 0.245
H -1.73295 -4.33998 -0.46918 0.173 0.004 0.126 0.462
H -0.58591 -3.96182 0.85267 -0.234 0.115 -0.203 0.230
H -4.18392 -0.78312 1.23208 0.163 -0.008 0.428 0.360
C -3.46770 0.69196 2.63955 0.008 -0.022 -0.200 -1.428
C -4.87200 -1.41440 3.19150 -0.573 0.556 0.107 -1.511
H -5.34050 -2.29323 2.72782 0.195 0.135 0.090 0.284
H -5.66690 -0.68729 3.40305 -0.149 -0.171 0.132 0.478
H -4.42681 -1.72316 4.14850 -0.134 0.117 -0.181 0.252
H -2.39980 0.90334 2.46771 -0.441 -0.078 0.091 0.209
H -3.73287 0.93453 3.68127 0.144 -0.138 -0.281 0.393
H -4.02620 1.37141 1.97940 0.114 -0.130 0.256 0.358
C -0.04912 -2.79638 3.41574 -0.101 0.054 0.011 -1.466
H -2.05364 -2.76748 4.28250 0.603 0.010 0.672 0.495
C -1.12224 -0.80311 4.48383 -0.080 -0.067 -0.097 -1.526
H -0.17873 -3.79625 2.98346 0.057 0.255 0.001 0.248
H 0.49033 -2.92408 4.36474 -0.035 0.040 -0.142 0.461
H 0.56088 -2.17172 2.74191 -0.249 -0.232 0.122 0.206
H -0.40197 -0.16420 3.94441 -0.362 -0.192 0.086 0.220
H -0.68135 -1.06222 5.45638 -0.035 0.066 -0.154 0.489
H -2.04372 -0.24085 4.67284 0.245 -0.046 -0.040 0.319
Cl -0.64908 3.73463 1.02010 -0.326 0.828 0.228 -0.629